Below is 5 unconnected molecules or ions with the total composition C22H23Cl17N2O3P2 at a distorted geometry, with properties calculated with ωB97M-V with the def2-TZVPD basis set.

The geometry in XYZ format:
```
69
C22H23Cl17N2O3P2 | the Open Molecules 2025 dataset | ωB97M-V with the def2-TZVPD basis set
H 3.395 -0.792 -2.148
N 2.695 -0.055 -2.236
C 2.431 0.396 -1.082
C 1.411 1.485 -0.863
C 0.626 1.182 0.389
C 1.041 1.706 1.621
P 2.476 2.840 1.783
C 2.681 3.205 3.569
C 4.040 1.949 1.353
C 4.666 2.411 0.016
C 0.304 1.384 2.767
C -0.830 0.590 2.752
P -1.630 0.351 4.401
N -2.032 -1.309 4.438
O -0.295 0.422 5.393
C -1.244 0.093 1.515
C -0.518 0.385 0.351
C -1.065 -0.160 -0.943
O -0.940 0.399 -2.009
C -1.852 -1.433 -0.863
C -1.938 -2.372 -2.036
Cl -3.301 -1.806 -3.088
C -0.680 -2.480 -2.897
C 0.242 -3.624 -2.466
C -2.525 -1.682 0.262
C -2.483 -0.721 1.391
O -3.426 -0.595 2.143
H 2.905 -0.008 -0.183
H 1.903 2.458 -0.761
H 0.797 1.529 -1.754
H 3.074 2.339 4.105
H 3.344 4.062 3.663
H 1.721 3.485 4.000
H 4.738 2.236 2.143
H 3.955 0.864 1.411
H 5.605 2.935 0.186
H 4.841 1.572 -0.656
H 3.996 3.096 -0.504
H 0.623 1.803 3.710
H -1.615 -1.887 3.718
H -1.890 -1.711 5.355
H 0.207 -0.403 5.318
H -2.236 -3.358 -1.685
H -0.113 -1.554 -2.943
H -1.007 -2.680 -3.916
H 0.944 -3.858 -3.264
H 0.778 -3.397 -1.543
H -0.371 -4.512 -2.285
H -3.136 -2.574 0.349
Cl 1.002 6.315 0.923
C -0.586 5.869 1.542
Cl -0.612 4.144 1.950
Cl -0.939 6.815 2.993
Cl -1.811 6.191 0.311
Cl -5.242 0.704 -4.286
C -5.577 1.685 -2.852
Cl -7.274 1.493 -2.399
Cl -4.554 1.180 -1.508
Cl -5.257 3.384 -3.224
Cl -0.580 -3.994 -6.372
C -2.049 -4.967 -6.217
Cl -1.960 -6.348 -7.312
Cl -2.188 -5.541 -4.552
Cl -3.455 -3.982 -6.619
Cl 3.693 -2.186 1.732
C 2.154 -3.033 1.922
Cl 2.152 -4.483 0.918
Cl 1.949 -3.490 3.621
Cl 0.823 -1.964 1.452
```

**SMILES string**: [H]/N=C/Cc1c(P(C)CC)cc(P(N)O)c2c1C(=O)C([C@@H](Cl)CC)=CC2=O.ClC(Cl)(Cl)Cl.ClC(Cl)(Cl)Cl.ClC(Cl)(Cl)Cl.ClC(Cl)(Cl)Cl
**Molar mass**: 1028.09 g mol⁻¹
**HOMO level**: -8.309 eV
**Net charge**: 0